Here is a structure of composition C28H25IN3O3PS2Ti from OMol25. Energies are from ωB97M-V with the def2-TZVPD basis set.

```
64
Properties=species:S:1:pos:R:3
Ti 1.17476 -2.06391 -0.33250
O 2.95500 -1.10662 0.34389
S 3.48805 -0.68595 -0.98798
O 4.87269 -0.93169 -1.21758
O 2.53313 -1.27586 -1.95916
C 3.25928 1.07705 -1.01140
C 4.38141 1.87700 -1.16622
C 4.25153 3.25489 -1.12023
C 3.00429 3.82370 -0.90984
C 1.88521 3.01820 -0.76311
C 1.99263 1.63135 -0.82060
P 0.52583 0.53951 -0.74339
C -0.24634 0.87549 -2.36404
C -0.16356 -0.11444 -3.34078
C -0.68512 0.10447 -4.60847
C -1.29808 1.31183 -4.90696
C -1.38608 2.30251 -3.93797
C -0.86088 2.08663 -2.67351
C -0.55283 1.35019 0.47729
C 0.00193 1.77722 1.68401
C -0.80789 2.28591 2.68920
C -2.18219 2.35321 2.50893
C -2.74377 1.90824 1.32050
C -1.93623 1.40761 0.30936
H 5.34281 1.40457 -1.31110
H 5.12502 3.88163 -1.24037
H 2.89960 4.90017 -0.86403
H 0.91625 3.47114 -0.59303
H 0.32241 -1.05382 -3.11276
H -0.60962 -0.66963 -5.36076
H -1.70688 1.48234 -5.89463
H -1.86294 3.24618 -4.17033
H -0.93388 2.86694 -1.92550
H 1.07307 1.70541 1.83620
H -0.36331 2.62242 3.61723
H -2.81421 2.75079 3.29284
H -3.81663 1.95578 1.17877
H -2.37679 1.05844 -0.61691
C -4.34448 -1.73361 -0.33711
N -3.43448 -1.63887 0.78822
C -3.78408 -1.39597 2.09961
C -2.65014 -1.39275 2.81567
N -1.59094 -1.61202 1.93567
C -2.09004 -1.77948 0.68552
S -1.35005 -2.11732 -0.80624
C -0.23838 -1.69241 2.37879
C 0.11643 -1.08190 3.56105
C 1.34671 -1.37091 4.14276
C 2.13409 -2.38222 3.54136
C 1.75587 -2.89948 2.34507
N 0.65307 -2.44318 1.62927
H -5.35586 -1.56620 0.02456
H -4.27575 -2.71730 -0.79853
H -4.09351 -0.98727 -1.08990
H -4.80576 -1.26700 2.40725
H -2.50036 -1.28752 3.87212
H -0.56608 -0.39053 4.03786
H 1.65308 -0.88894 5.05978
H 3.03536 -2.74873 4.01303
H 2.35395 -3.65270 1.84812
I 3.04534 -4.71390 -0.94787
C 1.03860 -3.97654 -1.28987
H 0.37338 -4.71456 -0.84804
H 0.91641 -3.97763 -2.37321
```

⟨S²⟩ ... 2.028
E_tot ... -3756.93162 a.u.
Multiplicity ... 3
HOMO energy (spin up / spin down) ... -5.15 / -7.86 eV
LUMO level (spin up / spin down) ... 0.3 / 0.3 eV
Gap between HOMO and LUMO (spin up / spin down) ... 5.472 / 8.167 eV

Atom charges from the Löwdin analysis, given in e for atoms 1 to 6: Ti 0.542; O -0.410; S 0.485; O -0.258; O -0.419; C -0.251